# C22H10Cl72FNO2S

A cluster of 19 separate species, C22H10Cl72FNO2S in total in a non-equilibrium geometry (the ωB97M-V functional and the def2-TZVPD basis, OMol25).

Bonds (Å) are listed after each position.
Atoms and positions in Å:
1 C 4.77692 5.76312 -1.40505  C2 1.590, H10 1.125, H11 1.124, H12 1.127
2 C 5.24418 4.39112 -2.05924  C1 1.590, C3 1.596, C4 1.583, H13 1.115
3 C 4.62588 3.24160 -1.14049  C2 1.596, H14 1.118, H15 1.126, H16 1.123
4 C 6.81014 4.30279 -1.84552  C2 1.583, N5 1.490, H17 1.125, H18 1.120
5 N 7.47004 5.10940 -2.91063  C4 1.490, S6 1.693, H19 1.021
6 S 7.89202 4.18096 -4.26219  N5 1.693, O7 1.491, O8 1.479, F9 1.655
7 O 6.64865 3.73574 -4.95427  S6 1.491
8 O 8.73821 3.00211 -3.97891  S6 1.479
9 F 8.66745 5.19063 -5.32008  S6 1.655
10 H 3.75444 6.04401 -1.78223  C1 1.125
11 H 5.51443 6.57511 -1.64935  C1 1.124
12 H 4.67322 5.60804 -0.29371  C1 1.127
13 H 4.92284 4.26543 -3.11916  C2 1.115
14 H 3.51108 3.25783 -1.22458  C3 1.118
15 H 4.90463 3.41967 -0.06373  C3 1.126
16 H 4.96997 2.21794 -1.44807  C3 1.123
17 H 7.12386 4.74574 -0.86058  C4 1.125
18 H 7.09302 3.21928 -1.83860  C4 1.120
19 H 8.24138 5.68291 -2.56542  N5 1.021
20 C 0.88156 1.68523 0.19266  Cl21 1.775, Cl22 1.774, Cl23 1.773, Cl24 1.773
21 Cl 0.90514 3.44545 -0.03121  C20 1.775
22 Cl 2.49653 1.12419 0.66620  C20 1.774
23 Cl -0.28329 1.26815 1.46305  C20 1.773
24 Cl 0.40544 0.90230 -1.32531  C20 1.773
25 C -1.63627 -2.12622 3.51292  Cl26 1.773, Cl27 1.785, Cl28 1.771, Cl29 1.774
26 Cl -0.15641 -2.70108 4.30244  C25 1.773
27 Cl -1.45257 -2.25970 1.74202  C25 1.785
28 Cl -3.01332 -3.08905 4.07385  C25 1.771
29 Cl -1.90983 -0.42566 3.93703  C25 1.774
30 C 9.86267 7.99904 -7.19242  Cl31 1.786, Cl32 1.775, Cl33 1.772, Cl34 1.772
31 Cl 10.91843 6.57154 -7.38436  C30 1.786
32 Cl 10.03367 8.63269 -5.54350  C30 1.775
33 Cl 10.29306 9.26957 -8.34958  C30 1.772
34 Cl 8.18185 7.51044 -7.46738  C30 1.772
35 C -4.92842 -5.27823 0.81755  Cl36 1.773, Cl37 1.776, Cl38 1.776, Cl39 1.790
36 Cl -3.42161 -4.38924 1.10594  C35 1.773
37 Cl -5.38486 -5.09072 -0.88809  C35 1.776
38 Cl -4.66993 -6.99496 1.19072  C35 1.776
39 Cl -6.20228 -4.60989 1.88303  C35 1.790
40 C -2.25133 -5.10325 -3.93102  Cl41 1.773, Cl42 1.773, Cl43 1.774, Cl44 1.774
41 Cl -1.15722 -6.48034 -4.15782  C40 1.773
42 Cl -2.13169 -4.52204 -2.26007  C40 1.773
43 Cl -1.79943 -3.79919 -5.04509  C40 1.774
44 Cl -3.91828 -5.61237 -4.26211  C40 1.774
45 C 13.74970 7.95474 -10.87237  Cl46 1.774, Cl47 1.773, Cl48 1.775, Cl49 1.774
46 Cl 15.36637 8.20519 -10.18567  C45 1.774
47 Cl 12.63042 7.46358 -9.58795  C45 1.773
48 Cl 13.17903 9.46656 -11.60676  C45 1.775
49 Cl 13.82392 6.68714 -12.11158  C45 1.774
50 C -1.99109 2.84865 6.19184  Cl51 1.774, Cl52 1.779, Cl53 1.774, Cl54 1.777
51 Cl -3.72836 2.50429 6.28873  C50 1.774
52 Cl -1.10100 1.66375 7.17552  C50 1.779
53 Cl -1.45318 2.70529 4.50725  C50 1.774
54 Cl -1.68414 4.50941 6.74476  C50 1.777
55 C 8.12601 7.66172 1.10145  Cl56 1.773, Cl57 1.773, Cl58 1.777, Cl59 1.771
56 Cl 6.38656 7.32701 1.18783  C55 1.773
57 Cl 9.00237 6.50459 2.11989  C55 1.773
58 Cl 8.67794 7.50725 -0.58046  C55 1.777
59 Cl 8.43966 9.30939 1.67078  C55 1.771
60 C -8.79836 -7.90971 -0.16529  Cl61 1.773, Cl62 1.773, Cl63 1.777, Cl64 1.774
61 Cl -10.15296 -8.37217 0.88134  C60 1.773
62 Cl -7.92862 -6.54425 0.55756  C60 1.773
63 Cl -7.68973 -9.28752 -0.33917  C60 1.777
64 Cl -9.41602 -7.43741 -1.76019  C60 1.774
65 C -11.46100 -9.43255 4.73622  Cl66 1.774, Cl67 1.774, Cl68 1.774, Cl69 1.773
66 Cl -11.12742 -9.75114 6.44880  C65 1.774
67 Cl -10.99711 -10.84578 3.77002  C65 1.774
68 Cl -13.19188 -9.11130 4.52040  C65 1.774
69 Cl -10.52758 -8.02221 4.20342  C65 1.773
70 C -3.43139 5.43503 10.75961  Cl71 1.773, Cl72 1.773, Cl73 1.779, Cl74 1.774
71 Cl -1.81080 5.69348 11.42965  C70 1.773
72 Cl -4.08931 6.98566 10.20469  C70 1.773
73 Cl -3.33036 4.31562 9.38085  C70 1.779
74 Cl -4.48872 4.76115 12.01429  C70 1.774
75 C -10.03197 -11.01280 -4.35798  Cl76 1.773, Cl77 1.772, Cl78 1.775, Cl79 1.774
76 Cl -9.25164 -10.79298 -2.78126  C75 1.773
77 Cl -10.47441 -12.71584 -4.56848  C75 1.772
78 Cl -11.49358 -10.00808 -4.43841  C75 1.775
79 Cl -8.91106 -10.52951 -5.64507  C75 1.774
80 C 12.30976 2.69965 -7.85363  Cl81 1.774, Cl82 1.774, Cl83 1.774, Cl84 1.773
81 Cl 13.85718 3.53029 -7.60151  C80 1.774
82 Cl 11.84044 2.83136 -9.55901  C80 1.774
83 Cl 12.47763 0.98910 -7.41588  C80 1.774
84 Cl 11.06530 3.45180 -6.83981  C80 1.773
85 C -14.18545 -14.49698 -4.90624  Cl86 1.774, Cl87 1.774, Cl88 1.774, Cl89 1.772
86 Cl -13.21026 -15.46943 -6.02429  C85 1.774
87 Cl -15.90619 -14.71993 -5.27412  C85 1.774
88 Cl -13.86484 -15.01439 -3.23974  C85 1.774
89 Cl -13.75679 -12.78670 -5.08509  C85 1.772
90 C 8.18066 13.20710 1.19122  Cl91 1.774, Cl92 1.774, Cl93 1.773, Cl94 1.774
91 Cl 8.68474 13.21497 2.89184  C90 1.774
92 Cl 6.71802 12.21968 1.01439  C90 1.774
93 Cl 7.84163 14.86657 0.66657  C90 1.773
94 Cl 9.47905 12.52516 0.19341  C90 1.774
95 C -8.17296 -14.63834 -1.75372  Cl96 1.774, Cl97 1.774, Cl98 1.773, Cl99 1.774
96 Cl -9.92313 -14.89071 -1.61322  C95 1.774
97 Cl -7.32082 -15.85356 -0.78233  C95 1.774
98 Cl -7.68579 -14.79329 -3.45188  C95 1.773
99 Cl -7.76059 -13.01649 -1.16620  C95 1.774
100 C -7.74772 2.97778 9.44075  Cl101 1.775, Cl102 1.774, Cl103 1.774, Cl104 1.775
101 Cl -8.28502 2.23412 7.92158  C100 1.775
102 Cl -6.02449 3.38288 9.32584  C100 1.774
103 Cl -8.68301 4.45509 9.73929  C100 1.774
104 Cl -7.99893 1.83867 10.77801  C100 1.775
105 C -1.59789 0.73068 11.63702  Cl106 1.774, Cl107 1.771, Cl108 1.774, Cl109 1.777
106 Cl -3.34290 0.43513 11.52072  C105 1.774
107 Cl -1.28777 1.95492 12.87926  C105 1.771
108 Cl -0.77175 -0.77575 12.08035  C105 1.774
109 Cl -0.99231 1.29424 10.06455  C105 1.777

Output
* frontier orbital gap: 0.383 Ha
* total charge: 0
* LUMO energy: -0.232 eV
* HOMO level: -10.7 eV

Mulliken atomic charge list, values in e, 99 entries: atom 1 (C): -1.061, atom 2 (C): 0.734, atom 3 (C): -1.353, atom 4 (C): -0.942, atom 5 (N): -0.065, atom 6 (S): 1.166, atom 7 (O): -0.603, atom 8 (O): -0.615, atom 9 (F): -0.089, atom 10 (H): 0.293, atom 11 (H): 0.348, atom 12 (H): 0.160, atom 13 (H): 0.389, atom 14 (H): 0.184, atom 15 (H): 0.349, atom 16 (H): 0.416, atom 17 (H): 0.217, atom 18 (H): 0.346, atom 19 (H): 0.200, atom 20 (C): 0.284, atom 21 (Cl): -0.123, atom 22 (Cl): -0.102, atom 23 (Cl): 0.034, atom 24 (Cl): -0.101, atom 25 (C): 0.291, atom 26 (Cl): -0.102, atom 27 (Cl): -0.084, atom 28 (Cl): -0.096, atom 29 (Cl): 0.024, atom 30 (C): 0.353, atom 31 (Cl): -0.077, atom 32 (Cl): -0.102, atom 33 (Cl): -0.108, atom 34 (Cl): -0.095, atom 35 (C): 0.216, atom 36 (Cl): -0.013, atom 37 (Cl): -0.010, atom 38 (Cl): -0.051, atom 39 (Cl): -0.124, atom 40 (C): 0.298, atom 41 (Cl): -0.094, atom 42 (Cl): -0.024, atom 43 (Cl): -0.100, atom 44 (Cl): -0.093, atom 45 (C): 0.277, atom 46 (Cl): -0.103, atom 47 (Cl): 0.040, atom 48 (Cl): -0.117, atom 49 (Cl): -0.102, atom 50 (C): 0.245, atom 51 (Cl): -0.077, atom 52 (Cl): -0.059, atom 53 (Cl): -0.052, atom 54 (Cl): -0.120, atom 55 (C): 0.302, atom 56 (Cl): -0.087, atom 57 (Cl): -0.100, atom 58 (Cl): -0.098, atom 59 (Cl): -0.025, atom 60 (C): 0.228, atom 61 (Cl): -0.037, atom 62 (Cl): -0.004, atom 63 (Cl): -0.081, atom 64 (Cl): -0.096, atom 65 (C): 0.332, atom 66 (Cl): -0.101, atom 67 (Cl): -0.082, atom 68 (Cl): -0.095, atom 69 (Cl): -0.068, atom 70 (C): 0.248, atom 71 (Cl): -0.095, atom 72 (Cl): -0.099, atom 73 (Cl): 0.082, atom 74 (Cl): -0.082, atom 75 (C): 0.269, atom 76 (Cl): 0.060, atom 77 (Cl): -0.058, atom 78 (Cl): -0.127, atom 79 (Cl): -0.108, atom 80 (C): 0.269, atom 81 (Cl): -0.092, atom 82 (Cl): -0.090, atom 83 (Cl): -0.107, atom 84 (Cl): 0.015, atom 85 (C): 0.310, atom 86 (Cl): -0.095, atom 87 (Cl): -0.107, atom 88 (Cl): -0.083, atom 89 (Cl): -0.036, atom 90 (C): 0.329, atom 91 (Cl): -0.088, atom 92 (Cl): -0.075, atom 93 (Cl): -0.105, atom 94 (Cl): -0.078, atom 95 (C): 0.247, atom 96 (Cl): -0.058, atom 97 (Cl): -0.105, atom 98 (Cl): -0.088, atom 99 (Cl): -0.029